{
  "formula": "C23H16Cl2N2O2W",
  "method": "wB97M-V/def2-TZVPD",
  "elements": ["W", "C", "C", "C", "C", "C", "C", "C", "C", "C", "C", "C", "C", "C", "C", "C", "N", "H", "H", "H", "H", "H", "H", "H", "H", "H", "H", "N", "C", "C", "C", "C", "C", "C", "H", "H", "H", "H", "H", "Cl", "C", "Cl", "C", "O", "O", "H"],
  "coordinates": [[-0.91, -0.93, 0.07], [-1.60, 2.78, 2.41], [-1.01, 2.42, 3.62], [-0.35, 1.21, 3.73], [-0.27, 0.38, 2.62], [-0.90, 0.70, 1.40], [-1.56, 1.93, 1.32], [0.51, -0.87, 2.62], [1.18, -1.36, 3.78], [1.96, -2.46, 3.69], [2.16, -3.09, 2.43], [3.02, -4.19, 2.28], [3.22, -4.75, 1.04], [2.56, -4.20, -0.08], [1.71, -3.14, 0.06], [1.47, -2.58, 1.33], [0.61, -1.50, 1.46], [-2.12, 3.73, 2.33], [-1.07, 3.08, 4.48], [0.10, 0.95, 4.68], [-2.07, 2.20, 0.40], [1.04, -0.86, 4.73], [2.45, -2.86, 4.57], [3.53, -4.58, 3.15], [3.89, -5.59, 0.92], [2.74, -4.61, -1.06], [1.23, -2.70, -0.81], [0.04, -0.35, -1.30], [0.72, 0.08, -2.44], [1.21, -0.83, -3.37], [1.88, -0.38, -4.50], [2.08, 0.98, -4.70], [1.60, 1.89, -3.77], [0.92, 1.45, -2.64], [1.04, -1.89, -3.22], [2.26, -1.09, -5.22], [2.61, 1.33, -5.58], [1.75, 2.95, -3.91], [0.54, 2.14, -1.90], [-3.95, -4.32, 0.10], [-3.20, -3.00, -0.75], [-1.49, -3.38, -1.22], [-2.98, -1.75, 0.10], [-3.14, -0.60, -0.41], [-2.42, -1.94, 1.25], [-3.76, -2.78, -1.65]],
  "e_homo_ev": [-6.943, -6.938],
  "homo_lumo_gap_ev": [6.384, 6.379],
  "de_lowest_kcal_mol": 15.0,
  "spin_multiplicity": 1
}